A cluster of 6 separate species, C5H23O6 in total. Source: the Open Molecules 2025 dataset; level of theory: ωB97M-V/def2-TZVPD.

Computed properties:
- Energy relative to the best compared isomer or geometry (same formula, charge and spin): 4.2452 eV
- M: 179.2 g/mol
- Net charge: +1
- Highest occupied orbital energy: -13.743 eV
- Maximum force: 0.256 hartree/bohr

XYZ file:
```
34
Properties=species:S:1:pos:R:3:lowdin_charge:R:1
O 0.65944 0.31529 -0.72874 0.236
H 0.07444 -0.25071 -1.16974 0.039
H 0.29544 1.24529 -0.53374 0.130
H 0.80244 -0.04371 0.14626 0.069
C 1.47944 3.53029 -0.04574 -0.114
O 0.41044 3.05929 -0.87474 -0.175
H 1.56444 4.47829 0.01826 0.003
H 2.44244 3.03529 -0.61674 0.172
H 1.23944 3.38629 0.96726 0.067
H -0.34256 3.77329 -0.74374 0.171
C 2.55644 -1.35171 1.89326 -0.155
O 1.77944 -0.22771 1.66226 -0.123
H 3.28144 -1.76271 1.29126 0.054
H 1.65744 -2.17371 1.82226 0.128
H 3.11944 -1.46471 2.75426 0.066
H 2.02344 0.25329 2.50926 0.145
C -1.92956 -0.28371 1.43126 -0.077
O -1.30756 1.02029 1.12026 -0.125
H -1.36556 -1.05571 1.90126 0.055
H -2.14356 -0.53871 0.48026 0.022
H -2.96956 -0.18971 1.92926 0.126
H -1.22656 1.63829 1.83426 0.070
C -1.61156 0.83529 -3.10574 -0.087
O -1.32356 -0.23971 -2.25974 -0.115
H -0.77756 1.49829 -3.03574 0.090
H -2.54056 1.38129 -2.84874 0.123
H -1.62756 0.64829 -3.96774 -0.025
H -1.54756 -1.11071 -2.67374 0.136
C -0.74856 -3.29171 0.44026 -0.111
O -0.01456 -2.32071 -0.38574 -0.179
H -1.71156 -3.37271 0.07726 0.051
H -0.43156 -3.21471 1.50326 0.085
H -0.45356 -4.37471 0.11126 0.118
H 0.68744 -2.83071 -0.90274 0.131
```